Entry 1:
This record from the OMol25 dataset describes one molecule with the formula C18H20N2O2S. The level of theory is ωB97M-V with the def2-TZVPD basis set.

Atoms and positions in Å:
1 C -5.512 0.268 -0.820
2 N 0.011 0.256 0.325
3 H 6.311 0.242 -1.255
4 H 3.826 -2.607 1.275
5 C -2.554 -0.094 1.421
6 C 4.071 1.255 -0.091
7 H 6.645 0.319 0.493
8 H -4.953 3.558 -0.283
9 C -3.649 0.595 0.659
10 H 3.663 -2.677 -0.502
11 C -0.640 -0.911 0.051
12 H -4.575 -2.016 1.148
13 C 2.361 -0.403 0.276
14 H -6.174 -0.392 -1.363
15 S 0.027 -2.150 -0.826
16 O 5.332 1.761 -0.230
17 C -4.252 -1.728 0.142
18 C -2.764 -2.062 -0.031
19 H -0.571 1.078 0.423
20 H 0.976 2.656 -0.115
21 H -3.137 2.627 1.103
22 C 1.367 0.561 0.164
23 N -1.904 -1.029 0.519
24 H -2.984 -0.677 2.247
25 H 3.366 3.235 -0.330
26 C -5.674 1.641 -0.904
27 C 3.064 2.213 -0.164
28 H -6.464 2.052 -1.514
29 H -2.525 -2.159 -1.095
30 H -1.837 0.603 1.854
31 H 2.069 -1.419 0.467
32 H -4.831 -2.315 -0.570
33 C 6.443 0.911 -0.402
34 H 7.283 1.579 -0.593
35 H -2.535 -3.025 0.442
36 O 4.691 -1.030 0.237
37 H 5.250 -2.945 0.263
38 C 1.731 1.885 -0.043
39 C -4.825 2.489 -0.213
40 C 3.705 -0.084 0.139
41 C -3.804 1.967 0.565
42 C 4.318 -2.385 0.323
43 C -4.502 -0.262 -0.036

The HOMO energy comes out at -0.2742 Eh. The HOMO-LUMO gap is 8.041 eV. As for the structure (SMILES): COc1ccc(NC(=S)N2CCc3ccccc3C2)cc1OC. As for the relative energy (zero: lowest compared OMol25 entry of this formula, charge and spin): 38.6 kcal/mol.

Results of the Löwdin charge analysis, in e, for atoms 1 through 6: number 1, C, carries -0.0283; number 2, N, carries 0.0604; number 3, H, carries 0.0967; number 4, H, carries 0.0983; number 5, C, carries -0.0848; number 6, C, carries -0.2029

=====

Entry 2:
This record from the OMol25 dataset describes one molecule with the formula C18H20N2O3. The level of theory is ωB97M-V with the def2-TZVPD basis set.

Atoms and positions in Å:
1 C 1.796 0.140 -3.817
2 C -0.723 2.590 1.911
3 H -0.607 2.322 -2.892
4 H -1.616 0.180 4.858
5 H 3.511 1.396 1.378
6 O -2.954 -2.470 -0.492
7 H 1.763 -0.189 -0.569
8 H -1.657 2.601 1.337
9 N 1.457 1.646 1.474
10 H 1.763 -1.966 -3.432
11 H -1.039 0.393 0.632
12 H -1.614 0.238 -2.043
13 C -2.310 -2.136 2.486
14 C 2.641 1.291 0.725
15 C -1.283 0.437 2.769
16 C -1.695 -0.285 3.889
17 H -0.584 3.580 2.357
18 H -1.573 -2.456 -2.446
19 N -0.740 -2.013 -0.628
20 C -0.654 0.216 -2.539
21 H 2.374 -0.844 0.967
22 C -2.208 -1.558 3.742
23 C -1.939 -2.028 0.002
24 C -0.576 -2.237 -2.050
25 C 0.010 -0.999 -2.678
26 H 0.052 -1.617 -0.145
27 H 0.072 -3.103 -2.222
28 H -2.539 -2.102 4.614
29 H 2.753 0.106 -4.316
30 H 2.718 2.004 -0.099
31 H -2.723 -3.124 2.360
32 O -0.797 1.697 3.001
33 C -1.864 -1.436 1.376
34 C -1.356 -0.148 1.512
35 C 1.239 -1.027 -3.321
36 O 0.434 2.799 -0.183
37 C -0.094 1.383 -3.024
38 H 3.495 -0.388 -0.320
39 C 1.135 1.346 -3.662
40 C 2.560 -0.128 0.168
41 H 1.352 1.283 2.410
42 H 1.576 2.257 -4.035
43 C 0.442 2.349 0.943

The HOMO energy comes out at -0.3301 Eh. The HOMO-LUMO gap is 9.670 eV. As for the structure (SMILES): CCNC(=O)COc1cccc(C(=O)NCc2ccccc2)c1. As for the relative energy (zero: lowest compared OMol25 entry of this formula, charge and spin): 16.5 kcal/mol.

Results of the Löwdin charge analysis, in e, for atoms 1 through 6: number 1, C, carries -0.0882; number 2, C, carries -0.0931; number 3, H, carries 0.1048; number 4, H, carries 0.1183; number 5, H, carries 0.1167; number 6, O, carries 0.0814

=====

Question: What is the HOMO-LUMO gap in the second record?
Answer: 9.670 eV

=====

Question: Which of these has the highest HOMO-LUMO gap?
Answer: C18H20N2O3